No. 1
This record from OMol25 describes 2 unconnected molecules or ions with the total composition C7H17N at a distorted geometry. The level of theory is ωB97M-V with the def2-TZVPD basis set.

Structure (XYZ):
```
25
Properties=species:S:1:pos:R:3:forces:R:3:mulliken_charge:R:1
N -0.5278 0.2843 0.6615 -1.02 -1.10 -4.84 -0.710
C 1.5347 2.6067 -0.6755 -0.27 1.71 0.68 -0.315
C 0.6757 -1.7223 1.5865 -0.89 0.16 -1.27 -1.334
C -0.7202 -1.2599 1.0183 0.36 -2.23 3.58 0.293
C -1.3081 -2.6102 0.4444 -0.35 -1.05 1.44 -1.249
C 0.3113 -0.8059 -1.5600 -1.54 1.44 0.29 -1.307
C -0.8022 -0.4398 -0.5185 0.90 2.38 1.68 0.318
C 0.4649 3.6809 -0.6390 -0.68 3.71 0.39 -0.992
H -1.8482 -0.6366 -0.8726 0.60 0.35 0.21 0.427
H 0.8480 4.5296 -1.3371 -0.81 -1.22 0.96 0.288
H -0.6165 -3.0180 -0.3067 -0.68 0.10 -0.11 0.340
H 1.1621 1.6357 -0.2565 0.97 0.86 -0.54 -0.056
H 1.2099 -0.5019 -0.9924 0.07 -0.78 -1.00 0.400
H 2.4136 3.1434 -0.2024 -0.68 -1.48 -0.09 0.251
H 0.1420 -1.8142 -1.9486 0.68 -0.20 0.53 0.371
H 0.1655 -0.1969 -2.5160 0.21 -0.24 1.50 0.307
H 1.2175 -2.0592 0.6742 0.02 -0.25 0.86 0.297
H 1.6942 2.7735 -1.7283 0.81 -1.86 -0.65 0.218
H 1.2197 -0.8623 1.9625 -0.07 -0.17 0.42 0.371
H -1.2779 -3.4249 1.3304 -0.31 2.09 -1.89 0.331
H -2.3522 -2.4192 0.1129 0.79 -0.77 0.01 0.394
H -0.5553 3.4705 -0.9685 0.26 -0.60 -0.26 0.297
H 0.2817 4.2728 0.3069 0.45 -1.04 -0.46 0.281
H -1.4407 -1.0329 1.8582 0.69 -0.42 -0.91 0.367
H 0.4951 -2.5459 2.3157 0.50 0.62 -0.51 0.412
```
Forces are in eV/Å.

Properties
Lowest unoccupied orbital energy = 0.0271 Eh
Frontier orbital gap = 8.26 eV

***

No. 2
This record from OMol25 describes 2 unconnected molecules or ions with the total composition C7H17N at a distorted geometry. The level of theory is ωB97M-V with the def2-TZVPD basis set.

Structure (XYZ):
```
25
Properties=species:S:1:pos:R:3:forces:R:3:mulliken_charge:R:1
N 1.2580 -0.2959 -0.4662 -2.57 -0.40 1.64 -0.191
C 1.4190 1.0735 -0.3279 -1.17 2.35 -1.79 -0.338
C 0.9728 1.6289 1.0434 1.97 -1.57 0.35 -0.457
C -1.1013 -0.9571 -1.1695 -2.79 -0.68 0.50 -0.081
C 1.6698 0.8420 2.1610 0.22 0.03 0.36 -1.069
C 0.3971 -0.7999 -1.4834 1.39 0.58 -1.38 -0.526
C -1.3895 -2.0874 -0.1591 1.94 -0.05 -0.60 -0.870
C -1.9761 0.2329 -0.6688 2.78 0.78 -0.20 -1.190
H -2.4014 -2.4260 0.0213 -0.37 0.51 -0.24 0.388
H -0.1181 1.4531 1.1023 -0.13 0.28 -0.09 0.357
H 0.8231 1.6510 -1.0799 0.13 -0.55 0.01 0.277
H -0.8124 -2.9412 -0.5307 -0.06 -0.19 0.71 0.372
H 0.7833 -1.7805 -1.7774 -0.22 -0.16 0.28 0.403
H 0.4285 -0.1897 -2.4053 0.18 0.25 0.40 0.422
H -3.0003 0.2204 -1.0275 -0.06 -0.26 0.30 0.403
H 2.7605 0.7853 2.0664 -0.16 0.48 -0.23 0.368
H -1.4817 1.1689 -0.9568 -0.52 0.14 -0.28 0.336
H 2.4241 1.4130 -0.6306 0.33 -0.47 0.66 0.511
H -1.4421 -1.2248 -2.1770 -0.25 -0.13 0.29 0.382
H -0.9824 -1.7103 0.8199 -0.12 -0.65 -0.27 0.320
H -1.9028 0.2800 0.4534 -0.59 -0.16 -0.33 0.490
H 1.4544 1.3043 3.1224 -0.05 -0.19 0.09 0.366
H 1.3873 -0.2153 2.1755 -0.31 0.23 0.11 0.292
H -0.3989 -0.1114 0.8138 0.84 -0.25 -0.37 -0.387
H 1.2292 2.6863 1.0808 -0.40 0.10 0.04 0.423
```
Forces are in eV/Å.

Properties
Total charge = +1
Lowest unoccupied orbital energy (spin up / spin down) = -0.2665 / -0.2750 Eh
Multiplicity = 2
Expectation value of S² = 0.825
Frontier orbital gap (spin up / spin down) = 7.42 / 7.58 eV

***

No. 3
This record from OMol25 describes a molecular structure, C7H17N2O3Y at a distorted geometry. The level of theory is ωB97M-V with the def2-TZVPD basis set.

Structure (XYZ):
```
30
Properties=species:S:1:pos:R:3:forces:R:3:mulliken_charge:R:1
Y 0.9670 0.0311 -0.5341 -4.34 -0.64 4.15 2.016
O 0.4699 -2.1979 -0.7737 0.65 1.10 -0.24 -0.630
O -0.0727 -0.0924 1.4258 2.43 0.28 -3.80 -0.563
O -0.2483 2.0962 -0.8011 1.47 -1.73 -0.40 -0.780
N 0.5180 4.2157 -0.7353 0.15 -0.35 -0.04 -0.120
N -0.2431 -4.2405 -0.1584 -0.52 0.06 0.78 -0.072
C -0.2573 3.2530 -0.2913 -0.20 0.11 0.48 0.880
C 0.6982 -4.0127 -2.3633 -0.29 -0.70 0.43 -1.201
C -0.6896 -3.8301 1.1588 -0.57 0.26 1.26 -0.691
C 0.2864 -3.4452 -1.0349 0.22 0.73 -0.91 0.728
C -1.1103 3.5488 0.9021 0.07 0.19 -0.01 -1.131
C 1.5049 4.1105 -1.7936 0.51 0.91 -0.34 -0.869
C -0.6691 0.2419 2.6545 0.16 -0.28 0.39 -0.728
H 1.3300 4.9339 -2.4867 -0.02 -0.15 -0.15 0.313
H -0.4907 -5.1853 -0.4174 0.29 -0.03 -0.23 0.264
H -1.7734 -3.9040 1.2750 0.01 -0.04 -0.45 0.326
H 2.5108 4.2767 -1.4021 -0.06 -0.15 0.16 0.336
H 0.0025 0.8547 3.2615 -0.09 0.14 -0.09 0.299
H -0.8423 -0.6747 3.2255 -0.10 0.04 -0.04 0.272
H 1.4917 3.1878 -2.3609 -0.41 -0.14 0.19 0.314
H -0.4858 3.3958 1.7870 -0.09 -0.01 0.03 0.302
H -0.2949 -4.4573 1.9592 0.33 -0.18 -0.35 0.319
H -1.4400 4.5864 0.8954 -0.04 -0.01 0.06 0.442
H -1.9686 2.8893 0.9665 0.01 -0.07 -0.14 0.307
H 1.4838 -4.7470 -2.1637 0.30 0.31 -0.22 0.339
H 0.4867 5.1001 -0.2492 -0.13 0.03 -0.04 0.219
H 0.9887 -3.2535 -3.0761 0.17 0.04 0.04 0.321
H -0.4267 -2.8033 1.4008 0.19 0.00 -0.39 0.135
H -1.6272 0.7473 2.5216 0.06 0.05 -0.10 0.280
H -0.0986 -4.6252 -2.7918 -0.16 0.24 0.01 0.374
```
Forces are in eV/Å.

Properties
Total charge = +2
Lowest unoccupied orbital energy = -0.3119 Eh
Frontier orbital gap = 7.49 eV

***

Ordered energy above the lowest of the compared OMol25 structures with the same formula, charge and spin results: 6.369 5.382 0.000; unit eV.